C44H75F18NO21 | ωB97M-V with the def2-TZVPD basis set

## Properties
**Highest occupied orbital energy**: -0.3404 Eh
**SMILES**: CCOC(=O)C(F)(F)F.CCOC(=O)C(F)(F)F.CCOC(=O)C(F)(F)F.CCOC(=O)C(F)(F)F.CCOC(=O)C(F)(F)F.CCOC(=O)C(F)(F)F.COCCOCCOC.COCCOCCOC.COCCOCCOC.CC#N
**Molar mass**: 1296.03 u
**Largest force on an atom**: 0.056 Eh/bohr

Last column: Löwdin charge in e.
Positions of all 159 atoms, in Å:
C (-6.254, 14.392, -3.330)  -0.049
C (-7.424, 13.826, -4.142)  -0.178
O (-8.158, 12.885, -3.338)  0.033
C (-7.737, 11.667, -3.091)  -0.397
O (-6.852, 11.133, -3.708)  0.159
C (-8.357, 10.962, -1.882)  -0.554
F (-9.184, 10.022, -2.354)  0.173
F (-7.405, 10.357, -1.176)  0.168
F (-9.015, 11.750, -1.044)  0.177
H (-5.594, 15.007, -3.940)  0.081
H (-5.646, 13.570, -2.950)  0.076
H (-6.570, 14.994, -2.478)  0.078
H (-7.008, 13.368, -5.042)  0.119
H (-8.155, 14.518, -4.551)  0.124
C (-3.881, 5.569, -0.700)  -0.054
C (-5.138, 4.760, -0.747)  -0.239
O (-6.205, 5.482, -0.225)  0.044
C (-7.384, 4.987, 0.069)  -0.370
O (-7.708, 3.879, -0.284)  0.156
C (-8.398, 5.979, 0.699)  -0.555
F (-8.791, 5.576, 1.912)  0.164
F (-7.808, 7.161, 0.813)  0.174
F (-9.458, 6.049, -0.096)  0.188
H (-3.260, 5.179, -1.511)  0.087
H (-3.275, 5.347, 0.178)  0.083
H (-4.065, 6.627, -0.863)  0.061
H (-4.956, 3.757, -0.352)  0.136
H (-5.325, 4.548, -1.807)  0.133
C (-0.205, 17.813, 7.950)  -0.050
C (-0.835, 16.469, 7.645)  -0.190
O (-1.273, 16.423, 6.283)  0.023
C (-2.169, 15.547, 5.853)  -0.393
O (-2.629, 14.689, 6.552)  0.145
C (-2.604, 15.761, 4.415)  -0.554
F (-1.720, 15.075, 3.675)  0.164
F (-3.765, 15.169, 4.180)  0.181
F (-2.585, 17.054, 4.073)  0.180
H (-0.976, 18.542, 8.206)  0.064
H (0.433, 18.143, 7.135)  0.086
H (0.356, 17.716, 8.879)  0.084
H (-1.707, 16.142, 8.211)  0.125
H (-0.013, 15.752, 7.719)  0.133
C (-10.893, 3.460, 5.930)  -0.051
C (-10.581, 4.928, 6.230)  -0.193
O (-9.281, 5.236, 5.706)  0.033
C (-8.889, 6.489, 5.571)  -0.384
O (-9.600, 7.441, 5.730)  0.155
C (-7.389, 6.728, 5.249)  -0.543
F (-7.249, 7.103, 3.993)  0.174
F (-6.880, 7.701, 6.019)  0.152
F (-6.674, 5.603, 5.420)  0.164
H (-10.570, 3.268, 4.908)  0.083
H (-11.970, 3.301, 5.967)  0.079
H (-10.424, 2.826, 6.678)  0.078
H (-10.520, 5.056, 7.312)  0.130
H (-11.356, 5.587, 5.844)  0.125
C (-5.546, 9.224, 10.053)  -0.066
C (-5.459, 8.779, 11.467)  -0.221
O (-6.554, 9.251, 12.233)  0.044
C (-6.451, 9.408, 13.540)  -0.392
O (-5.530, 9.091, 14.228)  0.176
C (-7.700, 10.139, 14.112)  -0.546
F (-8.671, 10.256, 13.213)  0.165
F (-8.231, 9.581, 15.181)  0.193
F (-7.259, 11.395, 14.373)  0.150
H (-4.858, 8.628, 9.448)  0.087
H (-5.129, 10.224, 9.917)  0.064
H (-6.537, 9.114, 9.615)  0.083
H (-4.519, 9.080, 11.933)  0.134
H (-5.405, 7.687, 11.416)  0.132
C (-10.996, 13.458, 2.918)  -0.053
C (-11.152, 13.286, 1.423)  -0.207
O (-12.470, 13.387, 0.875)  0.019
C (-13.105, 14.575, 0.866)  -0.376
O (-12.723, 15.567, 1.400)  0.179
C (-14.372, 14.515, -0.015)  -0.556
F (-15.459, 14.729, 0.761)  0.150
F (-14.309, 15.458, -0.942)  0.186
F (-14.543, 13.324, -0.560)  0.179
H (-11.070, 14.493, 3.245)  0.076
H (-10.095, 13.031, 3.358)  0.060
H (-11.799, 12.859, 3.358)  0.090
H (-10.797, 12.325, 1.050)  0.115
H (-10.547, 13.986, 0.838)  0.129
C (-2.992, 10.865, -4.958)  -0.099
O (-2.149, 9.725, -4.893)  -0.173
C (-1.400, 9.654, -3.692)  -0.204
C (-2.213, 9.035, -2.552)  -0.156
O (-3.133, 10.017, -2.062)  -0.150
C (-4.032, 9.627, -1.061)  -0.185
C (-3.395, 9.376, 0.339)  -0.208
O (-2.394, 8.411, 0.342)  -0.225
C (-1.281, 8.442, 1.215)  -0.080
H (-3.412, 10.870, -5.965)  0.087
H (-2.381, 11.754, -4.785)  0.089
H (-3.847, 10.820, -4.283)  0.073
H (-0.857, 10.539, -3.346)  0.127
H (-0.591, 8.944, -3.884)  0.122
H (-1.630, 8.690, -1.702)  0.114
H (-2.846, 8.267, -3.010)  0.134
H (-4.645, 8.788, -1.404)  0.120
H (-4.697, 10.463, -0.840)  0.111
H (-4.234, 9.117, 1.000)  0.116
H (-3.098, 10.366, 0.708)  0.125
H (-1.630, 8.325, 2.243)  0.088
H (-0.713, 9.360, 1.049)  0.091
H (-0.617, 7.611, 0.985)  0.087
C (-6.585, 13.655, 5.889)  -0.101
O (-6.543, 12.735, 6.968)  -0.180
C (-7.250, 11.525, 6.744)  -0.196
C (-6.758, 10.578, 5.627)  -0.168
O (-6.607, 11.272, 4.381)  -0.181
C (-6.092, 10.484, 3.303)  -0.148
C (-7.002, 10.865, 2.093)  -0.189
O (-8.010, 9.949, 1.764)  -0.196
C (-9.063, 9.777, 2.694)  -0.075
H (-7.520, 13.834, 5.351)  0.091
H (-5.860, 13.340, 5.139)  0.076
H (-6.273, 14.643, 6.230)  0.083
H (-8.309, 11.685, 6.503)  0.123
H (-7.390, 10.916, 7.639)  0.116
H (-7.534, 9.849, 5.396)  0.104
H (-5.813, 10.133, 5.948)  0.125
H (-6.069, 9.407, 3.475)  0.119
H (-5.079, 10.784, 3.026)  0.112
H (-6.311, 10.951, 1.251)  0.101
H (-7.385, 11.878, 2.247)  0.126
H (-9.308, 10.747, 3.139)  0.079
H (-8.887, 9.065, 3.504)  0.066
H (-9.900, 9.437, 2.085)  0.096
C (-4.379, 17.949, 8.062)  -0.109
O (-5.068, 17.251, 9.061)  -0.207
C (-5.704, 18.110, 9.988)  -0.199
C (-6.462, 17.236, 10.997)  -0.160
O (-7.655, 16.602, 10.548)  -0.093
C (-7.629, 16.057, 9.261)  -0.228
C (-8.913, 15.441, 8.772)  -0.174
O (-9.418, 14.469, 9.679)  -0.168
C (-8.689, 13.286, 9.764)  -0.121
H (-3.523, 18.520, 8.436)  0.084
H (-5.003, 18.755, 7.645)  0.092
H (-4.185, 17.338, 7.183)  0.084
H (-6.420, 18.799, 9.519)  0.130
H (-4.937, 18.792, 10.374)  0.127
H (-6.777, 17.904, 11.802)  0.124
H (-5.833, 16.507, 11.512)  0.129
H (-6.858, 15.271, 9.209)  0.123
H (-7.184, 16.668, 8.467)  0.120
H (-8.865, 14.894, 7.822)  0.119
H (-9.687, 16.176, 8.540)  0.127
H (-7.854, 13.370, 10.472)  0.091
H (-8.348, 12.883, 8.810)  0.065
H (-9.236, 12.505, 10.298)  0.087
C (-3.487, 12.445, 8.165)  -0.083
C (-2.384, 12.543, 9.110)  -0.279
N (-1.496, 12.693, 9.823)  0.120
H (-3.117, 11.925, 7.284)  0.089
H (-3.936, 13.391, 7.878)  0.058
H (-4.355, 11.929, 8.575)  0.056



C10H10N2O | ωB97M-V with the def2-TZVPD basis set

## Properties
**Highest occupied orbital energy**: -0.2639 Eh
**SMILES**: C[C@H]1COc2c3ccccc3nn21
**Molar mass**: 174.20 u
**Largest force on an atom**: 0.113 Eh/bohr
**ΔE to the lowest compared entry with this formula, charge and spin**: 77.6 kcal per mole

Last column: Löwdin charge in e.
Positions of all 23 atoms, in Å:
C (1.353, 2.965, -0.960)  -0.039
C (0.286, 1.959, -1.365)  -0.291
C (0.518, 0.926, -2.484)  -0.023
O (-0.108, -0.405, -2.107)  0.038
C (-0.181, -0.331, -0.829)  -0.243
C (-0.364, -1.184, 0.326)  -0.106
C (-0.521, -2.616, 0.264)  -0.034
C (-0.827, -3.155, 1.476)  -0.120
C (-0.744, -2.312, 2.696)  -0.069
C (-0.586, -0.868, 2.661)  -0.013
C (-0.399, -0.309, 1.380)  -0.293
N (-0.341, 0.991, 0.971)  0.099
N (-0.101, 0.980, -0.337)  -0.064
H (0.872, 3.356, 0.010)  0.111
H (2.324, 2.399, -0.822)  0.107
H (1.397, 3.764, -1.630)  0.048
H (-0.702, 2.585, -1.575)  0.180
H (0.218, 1.013, -3.510)  0.119
H (1.621, 0.657, -2.482)  0.146
H (-0.474, -3.221, -0.641)  0.113
H (-1.366, -4.129, 1.649)  0.108
H (-1.193, -2.747, 3.677)  0.113
H (-0.683, -0.319, 3.631)  0.111



C27H29INO2P2RuS2 | ωB97M-V with the def2-TZVPD basis set

## Properties
**Highest occupied orbital energy (spin up / spin down)**: -0.4990 / -0.5205 Eh
**Molar mass**: 753.59 u
**Spin multiplicity**: 6
**Charge**: +2
**Largest force on an atom**: 0.013 Eh/bohr
**ΔE to the lowest compared entry with this formula, charge and spin**: 3.4 kcal per mole

Last column: Löwdin charge in e.
Positions of all 65 atoms, in Å:
Ru (-0.648, -0.447, 0.202)  0.843
C (0.074, 3.712, 4.697)  -0.055
C (0.224, 3.370, 3.242)  -0.213
O (0.073, 1.905, 3.053)  -0.312
P (-1.222, 1.262, 2.499)  -0.118
S (-0.953, -0.745, 2.537)  0.364
S (-1.575, 1.748, 0.569)  0.351
O (-2.364, 1.747, 3.430)  -0.296
C (-3.798, 1.436, 3.228)  -0.230
C (-4.570, 2.721, 3.283)  -0.054
H (0.260, 4.779, 4.823)  0.097
H (0.798, 3.169, 5.303)  0.093
H (-0.927, 3.491, 5.060)  0.079
H (1.219, 3.577, 2.857)  0.127
H (-0.510, 3.873, 2.611)  0.109
H (-4.045, 0.746, 4.031)  0.131
H (-3.900, 0.922, 2.271)  0.094
H (-4.387, 3.247, 4.218)  0.092
H (-5.637, 2.505, 3.220)  0.096
H (-4.310, 3.375, 2.451)  0.084
C (5.899, -0.859, 0.883)  -0.040
C (5.679, -0.162, -0.295)  -0.045
C (4.388, 0.001, -0.779)  -0.065
C (3.318, -0.556, -0.081)  -0.342
C (3.538, -1.224, 1.125)  -0.093
C (4.828, -1.383, 1.597)  -0.051
P (1.657, -0.330, -0.727)  1.030
C (0.922, -1.900, -1.282)  -0.430
C (0.376, -2.098, -2.561)  -0.095
C (-0.085, -3.345, -2.944)  -0.041
C (-0.020, -4.416, -2.060)  -0.033
C (0.481, -4.234, -0.776)  -0.055
C (0.945, -2.989, -0.386)  -0.119
C (1.689, 0.794, -2.118)  -0.400
C (2.137, 0.395, -3.383)  -0.104
C (2.230, 1.320, -4.407)  -0.043
C (1.895, 2.650, -4.175)  -0.038
C (1.474, 3.059, -2.920)  -0.050
C (1.370, 2.133, -1.891)  -0.101
H (6.907, -0.981, 1.257)  0.121
H (6.510, 0.260, -0.843)  0.120
H (4.234, 0.550, -1.697)  0.104
H (2.716, -1.596, 1.719)  0.093
H (4.998, -1.903, 2.530)  0.118
H (0.287, -1.268, -3.250)  0.102
H (-0.495, -3.486, -3.935)  0.123
H (-0.364, -5.394, -2.369)  0.124
H (0.519, -5.063, -0.082)  0.125
H (1.330, -2.867, 0.617)  0.088
H (2.449, -0.625, -3.570)  0.119
H (2.578, 1.010, -5.383)  0.121
H (1.974, 3.373, -4.977)  0.121
H (1.232, 4.096, -2.734)  0.118
H (1.042, 2.459, -0.911)  0.075
I (-4.619, -4.825, 0.233)  1.004
C (-4.067, -3.035, -0.612)  -0.734
C (-4.949, -2.268, -1.363)  -0.087
C (-4.501, -1.078, -1.915)  -0.022
C (-3.201, -0.678, -1.687)  -0.136
N (-2.337, -1.407, -0.964)  -0.077
C (-2.777, -2.565, -0.439)  -0.223
H (-5.970, -2.591, -1.519)  0.117
H (-5.154, -0.465, -2.519)  0.126
H (-2.818, 0.243, -2.112)  0.111
H (-2.049, -3.147, 0.116)  0.083



C4H4Br2ClNO2S2 | ωB97M-V with the def2-TZVPD basis set

## Properties
**Highest occupied orbital energy (spin up / spin down)**: -0.1998 / -0.3571 Eh
**Molar mass**: 357.48 u
**Spin multiplicity**: 3
**Largest force on an atom**: 0.117 Eh/bohr

Last column: Löwdin charge in e.
Positions of all 16 atoms, in Å:
C (-1.123, 0.231, -1.083)  -0.012
C (-2.162, -0.098, -0.297)  -1.078
C (-0.063, -1.177, 0.755)  -0.825
C (0.300, -0.166, -0.227)  -0.657
N (1.409, -0.424, -1.013)  0.026
O (1.361, 0.688, 2.062)  -0.354
O (-0.392, 2.094, 1.230)  -0.336
S (-1.929, -0.958, 1.198)  1.020
S (0.738, 1.324, 0.966)  0.295
Cl (2.068, 2.450, -0.085)  0.362
Br (-3.938, 0.164, -0.820)  0.753
Br (0.170, -3.112, -0.025)  0.452
H (-0.944, 0.605, -2.086)  0.127
H (0.495, -1.100, 1.749)  0.079
H (2.282, -0.870, -0.773)  0.108
H (1.726, 0.348, -1.549)  0.039